Entry from the OMol25 dataset: a 3-piece molecular cluster, C44H80BFN5O3 overall in a non-equilibrium geometry (ωB97M-V with the def2-TZVPD basis set).

Each line ends with the Mulliken charge.
Positions of all 134 atoms, in Å:
H1 0.122 3.037 1.778  0.38
C1 4.077 -1.830 -2.095  1.79
H2 -7.045 7.218 1.963  0.35
C2 0.583 -4.898 -8.465  2.02
C3 1.881 -2.567 -4.302  -1.90
H3 -0.424 6.372 3.099  0.26
C4 0.371 -5.831 5.135  -0.29
C5 -4.780 7.248 0.823  -0.98
H4 0.480 2.856 4.809  0.14
C6 -2.934 5.210 4.164  -1.01
O1 2.244 -1.986 -0.749  -0.40
H5 -3.505 4.243 4.263  0.47
O2 -2.584 8.332 2.572  -0.52
H6 -1.169 5.903 5.357  0.39
H7 -5.861 2.545 8.931  0.39
H8 -0.484 -0.221 2.840  0.45
H9 -1.603 -3.097 5.657  0.30
H10 -3.978 7.766 0.235  0.32
H11 0.616 -2.733 6.572  0.38
H12 0.206 -0.553 1.164  -0.05
H13 3.890 0.213 -1.388  0.24
H14 1.330 -6.382 5.130  0.35
C7 4.370 -5.711 -8.154  -1.91
H15 4.671 -3.641 -3.172  0.38
C8 -4.511 4.288 8.432  -0.63
C9 0.324 2.356 2.648  -0.36
H16 -2.510 8.407 1.603  0.27
H17 5.853 -2.342 -3.254  0.45
H18 0.940 -2.664 -4.851  0.31
H19 2.249 -3.584 -4.152  0.38
H20 1.565 1.316 1.116  0.10
H21 -4.012 4.277 9.433  0.27
C10 3.211 0.179 -3.418  -0.48
C11 1.948 -2.855 4.839  -0.50
H22 2.589 -7.768 -8.443  0.38
C12 -1.992 -5.254 4.943  -0.66
H23 -1.251 -6.076 -8.760  0.49
C13 -0.347 -4.214 -7.445  -1.92
H24 1.432 -0.660 4.983  0.17
H25 3.769 -5.144 -10.789  0.38
C14 -1.198 -4.102 5.419  -0.16
H26 4.433 -2.256 -4.244  0.31
H27 5.112 -6.129 -8.838  0.43
H28 -0.274 -3.898 -10.190  0.33
C15 -0.167 -6.199 -8.844  -1.90
H29 -4.663 6.845 8.277  0.34
N1 2.677 -2.328 -1.957  0.16
H30 0.977 -2.974 -9.388  0.38
H31 4.635 -1.654 0.031  0.26
H32 4.346 -6.347 -7.265  0.45
H33 -1.121 -7.351 4.410  0.33
O3 2.349 -4.170 -7.215  -0.47
C16 -0.496 5.269 3.329  -0.46
H34 -6.649 7.872 3.579  0.26
H35 -1.252 4.076 5.081  0.15
H36 1.220 -2.383 2.359  0.49
C17 2.747 -7.103 -9.296  -1.69
H37 2.212 -3.531 3.990  0.41
H38 0.007 -6.513 -9.872  0.34
H39 5.986 -1.920 -1.047  0.41
H40 1.908 -7.214 -9.978  0.30
C18 1.684 -1.828 -2.956  2.42
H41 -4.480 6.173 1.006  0.27
H42 -3.082 -5.310 4.753  0.37
H43 -2.929 5.452 3.073  0.18
C19 0.943 4.718 3.713  -1.09
C20 -3.656 6.249 5.064  0.33
N2 -4.505 6.970 7.271  0.00
H44 2.495 -1.155 2.704  0.29
H45 3.615 -7.477 -9.842  0.44
H46 0.035 -1.732 4.572  0.09
C21 -3.491 4.696 7.253  0.35
H47 0.098 -7.023 -8.178  0.35
H48 -5.598 2.744 7.176  0.30
C22 1.404 -1.377 2.822  -0.72
H49 -5.025 9.550 4.979  0.46
H50 1.383 0.221 -2.306  0.31
H51 2.151 1.038 2.809  0.38
C23 0.700 -3.988 -9.700  -1.28
H52 2.062 2.800 3.962  0.51
B1 -3.877 8.003 2.971  0.72
C24 1.729 -4.471 -10.718  -0.50
H53 1.170 5.156 4.731  0.32
H54 0.010 -3.226 -7.146  0.26
H55 -0.460 -1.870 -3.344  0.43
C25 -6.214 7.285 2.726  -0.83
N3 1.914 -5.238 -7.875  0.27
C26 -5.074 2.817 8.170  -1.18
C27 0.456 -0.254 2.223  -0.36
H56 -5.980 6.226 3.034  0.28
H57 -0.614 1.901 3.057  0.13
H58 3.571 -0.152 -4.397  0.33
H59 -5.431 4.943 8.414  0.38
C28 1.784 -0.309 -3.178  -1.27
H60 -5.382 8.943 7.463  0.36
C29 1.133 -1.561 4.378  -0.27
C30 -0.961 -6.302 4.758  -0.47
C31 1.140 -3.550 6.005  -1.10
C32 -1.410 5.084 4.627  -0.44
N4 0.114 -4.508 5.512  0.30
C33 1.232 1.127 2.168  -0.61
H61 4.739 -4.727 -7.862  0.34
H62 3.221 1.272 -3.446  0.39
C34 4.782 -2.558 -3.260  -1.73
C35 -4.914 8.191 6.778  -0.46
C36 1.005 3.151 3.854  -0.52
H63 2.917 -2.473 5.266  0.33
H64 1.688 5.150 2.997  0.37
H65 -0.464 -4.825 -6.546  0.48
C37 4.146 -0.311 -2.317  -1.20
H66 1.158 -0.014 -4.026  0.33
H67 -2.500 4.903 7.754  0.29
H68 -1.340 -4.062 -7.874  0.52
C38 -4.734 8.558 5.402  -0.65
H69 -0.944 4.749 2.439  0.37
H70 2.556 -2.051 -4.983  0.21
C39 -3.901 5.990 6.496  0.24
H71 4.907 -3.260 -0.663  0.46
C40 2.986 -5.650 -8.829  1.67
H72 -5.736 7.232 0.232  0.34
H73 1.378 -5.378 -11.220  0.31
H74 5.171 -0.015 -2.559  0.39
C41 4.942 -2.187 -0.870  -1.80
H75 -4.247 2.061 8.255  0.30
C42 -4.085 7.556 4.510  0.23
H76 1.846 -3.719 -11.503  0.38
H77 -0.087 -1.635 -1.654  0.21
F1 -3.354 3.560 6.449  -0.34
H78 1.828 -4.126 6.686  0.38
H79 3.503 -3.757 -9.756  0.36
N5 -5.061 7.991 2.094  -0.17
C43 0.234 -2.164 -2.554  -1.85
C44 3.078 -4.723 -10.052  -1.21
H80 0.111 -3.237 -2.385  0.48

Summary:
* E: -2348.3348 hartree
* 2S+1: 3
* total charge: +1
* expectation value of S²: 2.009

=====

Entry from the OMol25 dataset: C49H44BClO5P2STi as an isolated structure in a non-equilibrium geometry (ωB97M-V with the def2-TZVPD basis set).

Each line ends with the Mulliken charge.
Positions of all 104 atoms, in Å:
H1 -4.391 4.447 1.068  0.38
C1 -4.107 0.078 2.243  0.17
H2 6.362 1.930 -2.235  0.46
H3 1.316 4.436 3.236  0.54
H4 -3.270 -1.388 -3.912  0.48
C2 2.458 -2.827 0.413  0.48
H5 -6.497 -2.361 -1.275  0.48
H6 -3.456 5.224 -1.637  0.37
C3 -5.467 -2.064 -1.428  -0.89
Cl1 0.949 4.495 6.045  -0.19
H7 -0.581 0.100 4.687  0.51
H8 1.043 -5.076 1.658  0.89
H9 -3.454 3.677 2.360  0.41
C4 -3.116 -0.899 2.327  0.21
H10 1.633 0.522 -2.013  0.25
C5 4.014 1.980 1.974  -0.60
C6 -0.998 -5.715 1.734  -1.03
C7 3.513 0.679 1.996  0.78
H11 -3.114 -6.043 1.796  0.48
O1 0.341 -1.495 -0.341  -0.38
C8 4.505 1.756 -3.295  -0.71
C9 2.670 0.837 -2.056  -0.90
S1 0.877 -2.191 0.947  1.85
C10 0.894 3.490 3.554  -1.34
H12 4.901 2.172 -4.211  0.42
C11 3.177 1.360 -3.234  -0.85
H13 -5.066 0.173 5.484  0.45
H14 -2.050 -2.235 3.635  0.39
C12 -3.807 3.566 1.334  -1.74
C13 5.326 1.623 -2.184  -0.97
H15 -4.447 2.688 1.289  0.27
C14 -2.646 -4.003 1.358  -0.23
H16 -5.114 3.275 -1.038  0.33
H17 3.022 -1.018 3.227  0.33
C15 -4.328 2.580 -1.330  -1.57
H18 5.471 1.010 -0.140  0.52
P1 -2.136 -1.270 0.849  2.03
C16 -0.326 -3.490 1.174  0.45
C17 0.627 2.491 2.595  1.48
C18 4.825 1.094 -1.004  -0.23
C19 -4.964 -1.924 -2.714  -0.70
H19 2.049 -4.889 -0.061  0.86
C20 0.626 3.273 4.877  -0.12
C21 0.092 1.243 3.019  0.86
H20 -4.450 2.351 -2.388  0.53
H21 -3.684 -3.708 1.338  0.45
H22 -5.067 -1.896 0.666  0.40
Ti1 -0.022 0.249 0.378  0.47
C22 4.325 1.899 4.355  -0.71
H23 2.540 1.458 -4.103  0.49
H24 -4.445 1.651 -0.769  0.02
O2 -1.967 2.207 -1.519  -0.47
C23 -2.323 -5.323 1.633  -0.91
O3 0.805 1.899 0.302  -0.67
H25 4.097 2.512 1.034  0.57
B1 -1.446 1.639 -0.417  0.66
C24 -3.324 -1.448 -0.522  0.94
C25 2.797 -4.119 0.051  -0.79
C26 -2.833 -1.280 -1.817  -0.52
C27 0.011 -4.790 1.525  -0.69
H26 4.644 2.370 5.276  0.47
H27 -5.585 1.210 3.302  0.53
H28 -0.743 -6.736 1.982  0.44
C28 3.403 -1.787 0.428  0.03
H29 5.479 -1.318 0.178  0.45
H30 -1.350 4.614 1.678  0.44
H31 3.753 0.071 5.322  0.49
C29 4.130 -4.400 -0.211  -0.91
C30 -0.163 1.049 4.379  -1.03
C31 4.730 -2.097 0.168  -0.70
C32 -4.807 0.461 3.375  -1.04
C33 -2.614 3.434 0.409  1.39
H32 4.834 3.585 3.132  0.48
H33 -5.602 -2.118 -3.566  0.46
H34 -1.775 4.792 -2.009  0.32
C34 0.976 2.726 1.245  -0.23
H35 -0.771 4.508 0.003  0.26
H36 -3.090 4.178 -3.010  0.46
O4 -0.129 0.262 2.158  0.42
H37 4.411 -5.405 -0.493  0.44
C35 -2.800 4.427 -1.990  -1.87
C36 -2.818 -1.473 3.562  -0.94
H38 6.134 -3.647 -0.281  0.47
C37 5.093 -3.407 -0.111  -0.86
C38 4.428 2.582 3.153  -0.98
C39 -4.654 -1.822 -0.332  -0.32
C40 3.821 0.604 4.383  -0.75
C41 -3.522 -1.088 4.692  -0.66
H39 1.454 3.672 0.991  0.38
C42 3.412 -0.006 3.210  -0.84
H40 -2.145 5.549 0.403  0.49
C43 -1.657 -3.052 1.132  -1.40
H41 -0.117 1.886 6.342  0.48
C44 -2.956 3.201 -1.108  1.61
P2 2.737 -0.064 0.539  1.79
O5 -1.886 2.209 0.755  0.21
H42 -3.304 -1.549 5.646  0.51
C45 -3.652 -1.520 -2.909  -0.85
C46 3.489 0.700 -0.933  1.04
C47 -4.514 -0.121 4.600  -0.79
C48 0.091 2.043 5.292  -0.85
H43 -4.336 0.518 1.279  0.36
H44 -1.808 -0.961 -1.964  0.21
C49 -1.659 4.602 0.632  -2.04

Summary:
* E: -4684.8722 hartree
* relative energy (zero: lowest compared OMol25 entry of this formula, charge and spin): 22.5 kcal per mole
* total charge: +2

=====

Entry from the OMol25 dataset: C21H29Br27Cl2O3S2 as an isolated structure in a non-equilibrium geometry (ωB97M-V with the def2-TZVPD basis set).

Each line ends with the Mulliken charge.
Positions of all 84 atoms, in Å:
H1 -0.137 -4.484 -2.074  0.00
C1 0.693 -1.294 -4.446  0.44
Br1 4.784 1.371 2.006  0.11
Br2 6.823 3.075 3.759  -0.03
Br3 3.267 5.571 1.503  0.04
H2 1.636 -5.169 -7.147  -0.06
Br4 4.873 6.396 -1.126  -0.03
Br5 -8.862 -1.509 -4.227  -0.04
C2 -6.107 1.310 1.826  -0.34
H3 0.742 -4.806 0.868  0.52
H4 1.907 -0.328 -1.390  0.57
C3 -4.517 6.151 4.371  -0.30
C4 2.175 -3.149 1.072  -0.91
Br6 -3.140 5.155 5.274  0.03
H5 0.778 -1.218 -0.350  0.51
O1 1.640 -1.279 -3.460  -0.42
H6 -1.629 -2.179 -0.889  0.17
C5 1.461 -4.891 -4.103  -1.41
C6 1.004 -3.881 0.349  -0.81
Cl1 -0.948 -5.808 -4.828  -0.15
H7 -0.844 -0.676 -1.399  0.71
Br7 7.107 -1.947 3.605  -0.06
O2 0.912 -0.994 -5.589  -0.58
H8 1.766 -2.511 1.852  0.40
S1 3.022 -2.118 -0.269  -0.01
C7 4.323 4.949 0.018  -0.30
Br8 4.386 11.067 6.683  -0.04
Br9 7.682 -3.585 0.926  -0.04
C8 -4.031 -0.956 -1.343  0.53
H9 6.142 0.706 3.953  -0.20
S2 -2.800 -0.973 -2.677  -0.09
Br10 2.451 -5.499 -9.454  -0.02
H10 2.983 9.080 7.123  0.11
H11 -8.635 0.651 -3.051  0.38
Br11 0.187 7.083 5.995  0.04
Br12 3.414 3.567 -0.971  0.00
H12 0.103 -3.273 0.283  0.10
H13 -5.116 -2.785 -1.654  0.26
H14 6.333 -4.186 2.904  0.38
Br13 -4.717 1.952 2.989  -0.01
H15 -0.077 -3.650 -5.030  0.46
H16 2.035 -4.502 -4.944  0.22
C9 -0.590 -3.879 -2.854  0.25
C10 1.159 -2.092 -2.375  0.35
C11 -1.337 -1.579 -1.753  -1.79
H17 1.387 -4.178 -0.626  0.13
C12 1.576 -1.317 -1.082  -1.64
H18 1.846 -2.933 -2.397  -0.20
H19 1.928 -4.686 -3.143  0.32
C13 6.434 -3.260 2.356  -0.45
H20 5.219 4.506 0.429  0.26
H21 -0.765 6.548 8.211  0.38
Br14 -6.277 5.612 4.942  -0.02
Br15 3.091 -7.138 -6.795  -0.03
H22 1.456 -5.972 -4.224  0.60
C14 1.795 -6.063 -7.734  0.07
C15 3.421 9.468 6.213  -0.10
H23 -5.082 -2.309 0.034  0.08
Br16 -5.947 2.048 0.058  0.01
H24 -3.621 -2.997 -0.638  0.29
Br17 0.413 8.650 8.763  -0.06
C16 0.005 -4.374 -4.228  0.32
Br18 4.590 8.103 5.520  0.02
H25 -4.397 7.189 4.649  0.29
Br19 -4.318 6.048 2.462  0.01
Br20 0.099 -6.955 -7.873  0.00
C17 -4.472 -2.366 -0.881  -0.92
C18 -7.954 -0.179 -3.171  -0.31
H26 -4.927 -0.428 -1.682  -0.23
H27 -3.648 -0.433 -0.462  0.25
C19 -0.350 -2.372 -2.641  1.60
Br21 1.971 9.838 5.005  -0.01
Br22 4.245 1.776 5.119  -0.01
H28 2.794 -3.938 1.434  0.67
H29 -7.049 1.652 2.231  0.42
Br23 -7.538 -0.829 -1.404  0.02
C20 -0.666 7.480 7.674  -0.31
Br24 -6.168 -0.620 1.796  -0.05
Br25 -2.443 8.179 7.424  -0.02
O3 -0.482 -1.656 -3.904  -0.51
Cl2 -2.341 -4.280 -2.742  -0.10
C21 5.579 1.603 3.741  0.16
Br26 -6.386 0.498 -4.065  -0.03
Br27 4.675 -2.797 1.676  0.20

Summary:
* E: -72258.2646 hartree
* total charge: 0